1) 38
Properties=species:S:1:pos:R:3 method="wB97M-V/def2-TZVPD" spin_multiplicity=1 e_lumo_ha=0.0309 homo_lumo_gap_ev=8.74 smiles=Cc1c[nH]c2ccccc12.CCc1ccc(O)cc1
C 0.74 -1.73 -1.31
C 2.16 -2.28 -1.27
C -0.16 -1.97 -0.14
C -0.95 -3.12 -0.07
C -0.10 -1.16 1.00
C -1.75 -3.35 1.04
C -0.88 -1.36 2.12
C -1.69 -2.49 2.12
O -2.46 -2.69 3.24
H 0.88 -0.64 -1.37
H 0.21 -1.98 -2.23
H 2.71 -1.88 -0.41
H -0.79 -3.88 -0.83
H 0.53 -0.28 0.93
H -2.37 -4.23 1.11
H -0.76 -0.80 3.04
H -2.90 -3.55 3.18
H 2.73 -1.97 -2.14
H 2.20 -3.37 -1.15
C 0.00 1.54 -3.50
C 0.69 1.99 -1.01
C -0.23 2.07 -2.12
C 0.02 2.45 0.13
C -1.41 2.45 -1.59
C 2.03 1.61 -0.87
C 0.64 2.65 1.36
C 2.66 1.74 0.34
C 1.95 2.22 1.46
N -1.27 2.72 -0.24
H 2.53 1.14 -1.72
H -0.35 0.51 -3.56
H 1.05 1.56 -3.81
H -2.35 2.72 -2.05
H -2.03 2.97 0.37
H 0.11 3.02 2.23
H 3.65 1.33 0.52
H 2.49 2.37 2.39
H -0.59 2.11 -4.23

2) 38
Properties=species:S:1:pos:R:3 method="wB97M-V/def2-TZVPD" spin_multiplicity=1 e_lumo_ha=0.0266 homo_lumo_gap_ev=8.47 smiles=Cc1c[nH]c2ccccc12.CCc1ccc(O)cc1
C -1.54 1.52 1.75
C -2.82 1.23 2.58
C -0.34 0.83 2.34
C -0.25 -0.52 2.64
C 0.62 1.65 2.97
C 1.00 -1.09 2.86
C 1.86 1.15 3.32
C 2.02 -0.24 3.26
O 3.27 -0.70 3.59
H -1.71 1.01 0.79
H -1.45 2.58 1.58
H -2.75 1.32 3.66
H -1.15 -1.13 2.56
H 0.35 2.65 3.20
H 1.20 -2.15 2.79
H 2.65 1.73 3.78
H 3.42 -1.60 3.30
H -3.25 0.28 2.32
H -3.54 2.01 2.29
C -1.91 0.76 -3.90
C -0.64 0.58 -3.14
C 0.17 1.56 -2.64
C -0.06 -0.67 -2.78
C 1.11 -0.42 -2.05
C -0.49 -1.99 -3.03
C 2.02 -1.41 -1.64
C 0.43 -2.94 -2.65
C 1.62 -2.69 -1.98
N 1.26 0.95 -2.06
H -2.77 0.82 -3.21
H -2.21 0.00 -4.62
H -0.02 2.61 -2.59
H 1.92 1.50 -1.54
H -1.43 -2.21 -3.51
H 3.01 -1.20 -1.26
H 0.14 -3.97 -2.84
H 2.22 -3.55 -1.72
H -1.95 1.72 -4.41

So which one wins? Going from most stable to least: 1), 2).

1) 14
Properties=species:S:1:pos:R:3 method="wB97M-V/def2-TZVPD" spin_multiplicity=1 e_lumo_ha=0.1217 total_charge=-1 homo_lumo_gap_ev=6.57
C -0.78 0.35 1.24
S -1.07 -1.41 0.70
H 0.26 0.63 1.51
H -1.33 0.40 2.15
H -1.14 0.94 0.44
H 1.36 -0.33 -1.28
H -0.19 -0.62 -1.09
O 0.36 -0.04 -1.57
H -2.20 -1.40 -1.49
H -1.43 -1.12 -2.69
O -2.41 -1.37 -2.49
H 2.17 0.99 1.82
H 3.36 1.48 0.91
O 3.05 1.50 1.86

2) 14
Properties=species:S:1:pos:R:3 method="wB97M-V/def2-TZVPD" spin_multiplicity=1 e_lumo_ha=0.1398 total_charge=-1 homo_lumo_gap_ev=6.94
C -2.72 0.38 -0.23
S -1.63 -0.85 0.43
H -3.26 0.98 0.53
H -3.58 -0.15 -0.68
H -2.27 1.10 -0.93
H 1.04 0.41 2.03
H 0.97 -1.02 1.70
O 1.61 -0.29 1.73
H -0.54 -0.96 -1.30
H 0.84 -0.53 -1.05
O 0.31 -0.78 -1.79
H 2.92 0.24 -0.80
H 2.88 0.70 0.58
O 3.44 0.79 -0.21

So which one wins? Going from most stable to least: 2), 1).

1) 19
Properties=species:S:1:pos:R:3 method="wB97M-V/def2-TZVPD" spin_multiplicity=1 e_lumo_ha=0.1228 total_charge=-1 homo_lumo_gap_ev=5.89 smiles=N[C@@H](CO)CNC[O-]
C 0.26 0.72 -0.22
N -1.20 0.85 -0.17
C -1.54 2.34 -0.07
O -0.85 3.12 -0.88
C 0.76 -0.73 -0.17
C -0.19 -1.69 0.55
O -0.47 -2.89 -0.23
N 2.02 -0.68 0.63
H 0.65 1.29 0.63
H 0.59 1.19 -1.15
H -1.56 0.62 -1.10
H -2.65 2.37 -0.25
H -1.49 2.49 1.04
H 1.02 -1.06 -1.17
H -1.17 -1.24 0.62
H 0.24 -1.98 1.51
H 0.35 -3.37 -0.42
H 2.59 0.12 0.40
H 2.64 -1.47 0.45

2) 19
Properties=species:S:1:pos:R:3 method="wB97M-V/def2-TZVPD" spin_multiplicity=1 e_lumo_ha=0.1438 total_charge=-1 homo_lumo_gap_ev=6.78 smiles=[O-]CNCCNCO
C 0.64 -1.18 0.31
N 0.79 -0.37 1.53
C 2.03 0.61 1.46
O 2.71 0.50 0.33
C -0.76 -1.02 -0.25
N -1.10 0.42 -0.34
C -1.17 0.95 -1.63
O -2.66 1.28 -1.95
H 0.79 -2.23 0.61
H 1.56 -1.01 -0.25
H 0.94 -1.05 2.25
H 2.51 0.44 2.46
H 1.58 1.63 1.47
H -1.52 -1.49 0.38
H -0.84 -1.52 -1.22
H -0.43 0.88 0.27
H -1.06 0.33 -2.49
H -0.85 1.97 -1.66
H -3.17 0.85 -1.26

So which one wins? Going from most stable to least: 1), 2).

1) 100
Properties=species:S:1:pos:R:3 method="wB97M-V/def2-TZVPD" spin_multiplicity=1 e_lumo_ha=0.0168 homo_lumo_gap_ev=6.34
N -0.24 -4.15 0.74
C -0.99 -4.52 -0.37
C -2.13 -3.76 -0.37
C -2.03 -2.75 0.63
C -0.86 -3.01 1.33
H 0.58 -4.63 1.09
H -0.68 -5.41 -0.89
H -2.96 -3.95 -1.04
H -2.79 -2.01 0.82
H -0.50 -2.55 2.24
N 0.55 3.17 -0.08
C 1.82 2.77 0.35
C 2.21 1.74 -0.48
C 1.28 1.56 -1.49
C 0.22 2.45 -1.21
H -0.09 3.69 0.50
H 2.24 3.14 1.27
H 3.04 1.06 -0.35
H 1.26 0.75 -2.20
H -0.74 2.61 -1.69
N 1.94 -0.72 -1.20
C 3.18 -0.19 -1.21
C 3.49 0.04 -2.53
C 2.47 -0.39 -3.41
C 1.56 -0.92 -2.51
H 1.36 -0.92 -0.39
H 3.65 0.12 -0.29
H 4.37 0.58 -2.87
H 2.42 -0.36 -4.49
H 0.63 -1.45 -2.69
N 0.91 -1.24 0.84
C 1.00 -2.46 0.23
C 2.29 -2.80 -0.01
C 3.03 -1.81 0.66
C 2.16 -0.93 1.30
H 0.00 -0.81 0.93
H 0.05 -2.89 -0.05
H 2.65 -3.61 -0.62
H 4.10 -1.70 0.65
H 2.36 0.01 1.79
N 2.86 2.65 3.27
C 1.83 2.11 2.56
C 1.46 0.93 3.16
C 2.48 0.59 4.04
C 3.32 1.66 4.12
H 3.10 3.63 3.27
H 1.30 2.69 1.81
H 0.65 0.33 2.76
H 2.55 -0.34 4.59
H 4.11 1.87 4.82
N -0.96 -2.89 -1.53
C -1.70 -1.85 -2.13
C -1.07 -1.50 -3.32
C 0.11 -2.26 -3.42
C 0.05 -3.20 -2.37
H -1.16 -3.39 -0.67
H -2.53 -1.44 -1.57
H -1.37 -0.70 -3.99
H 0.80 -2.34 -4.25
H 0.72 -4.04 -2.28
N -1.90 3.32 0.47
C -1.14 4.40 0.80
C -0.38 4.04 1.90
C -0.42 2.65 2.06
C -1.32 2.23 1.03
H -2.54 3.28 -0.31
H -1.25 5.37 0.34
H 0.24 4.69 2.52
H -0.08 2.04 2.88
H -1.57 1.21 0.77
N 0.22 1.78 -3.81
C -0.50 0.78 -3.25
C -1.78 0.91 -3.77
C -1.84 1.89 -4.70
C -0.63 2.49 -4.68
H 1.18 2.01 -3.60
H -0.09 0.10 -2.52
H -2.62 0.27 -3.53
H -2.73 2.18 -5.24
H -0.22 3.39 -5.12
N -4.63 -0.75 3.62
C -3.47 -1.26 4.16
C -2.39 -0.75 3.43
C -2.93 -0.09 2.31
C -4.34 -0.13 2.41
H -5.52 -0.80 4.08
H -3.56 -1.84 5.07
H -1.34 -0.85 3.66
H -2.39 0.48 1.56
H -5.10 0.42 1.86
N 0.30 0.77 -0.09
C -0.35 -0.24 -0.76
C -1.18 -0.90 0.14
C -0.95 -0.31 1.42
C 0.02 0.64 1.26
H 0.89 1.46 -0.52
H -0.24 -0.25 -1.84
H -1.84 -1.73 -0.07
H -1.36 -0.60 2.38
H 0.38 1.43 1.90

2) 100
Properties=species:S:1:pos:R:3 method="wB97M-V/def2-TZVPD" spin_multiplicity=1 e_lumo_ha=0.0215 homo_lumo_gap_ev=7.64
N 0.03 -0.16 0.82
C -0.04 1.04 0.16
C 0.54 0.91 -1.06
C 0.86 -0.43 -1.24
C 0.55 -1.06 -0.06
H -0.17 -0.32 1.79
H -0.34 1.92 0.70
H 0.78 1.65 -1.81
H 1.26 -0.98 -2.08
H 0.75 -2.09 0.20
N 1.18 -1.78 2.84
C -0.17 -2.08 2.77
C -0.80 -0.86 2.78
C 0.17 0.12 2.97
C 1.41 -0.45 3.04
H 1.88 -2.46 2.58
H -0.51 -3.08 2.57
H -1.85 -0.70 2.58
H -0.07 1.17 3.05
H 2.40 -0.03 3.02
N -1.26 0.02 -2.05
C -1.12 -0.42 -3.36
C -2.43 -0.56 -3.83
C -3.30 -0.14 -2.82
C -2.59 0.20 -1.76
H -0.58 0.19 -1.32
H -0.14 -0.70 -3.73
H -2.67 -0.82 -4.85
H -4.37 -0.13 -3.00
H -2.84 0.53 -0.76
N -0.41 4.73 -2.39
C 0.32 3.55 -2.24
C 0.63 3.51 -0.88
C 0.17 4.67 -0.23
C -0.44 5.43 -1.20
H -0.71 5.08 -3.28
H 0.55 2.97 -3.13
H 1.08 2.65 -0.40
H 0.20 4.93 0.81
H -0.95 6.38 -1.16
N 2.48 0.46 0.63
C 3.81 0.11 0.57
C 4.48 1.10 1.34
C 3.56 1.88 2.00
C 2.30 1.48 1.54
H 1.71 0.13 0.06
H 4.15 -0.68 -0.08
H 5.55 1.23 1.42
H 3.79 2.69 2.68
H 1.34 1.89 1.79
N 4.70 -2.48 -2.20
C 4.29 -1.17 -2.21
C 3.13 -1.14 -1.39
C 2.98 -2.42 -0.81
C 3.93 -3.20 -1.33
H 5.47 -2.90 -2.70
H 4.68 -0.42 -2.88
H 2.44 -0.35 -1.11
H 2.27 -2.64 -0.02
H 4.25 -4.21 -1.11
N -2.42 4.09 -0.87
C -3.77 4.20 -1.15
C -4.42 3.12 -0.52
C -3.42 2.36 0.13
C -2.26 2.98 -0.11
H -1.66 4.65 -1.25
H -4.03 4.98 -1.84
H -5.49 3.00 -0.45
H -3.51 1.47 0.73
H -1.29 2.69 0.26
N -0.47 -4.27 -2.13
C -1.64 -4.99 -2.40
C -2.71 -4.06 -2.15
C -2.11 -2.84 -1.90
C -0.75 -2.98 -1.87
H 0.44 -4.60 -2.41
H -1.68 -6.05 -2.59
H -3.77 -4.26 -2.14
H -2.64 -1.91 -1.78
H 0.05 -2.26 -1.91
N -1.64 -4.91 1.45
C -1.15 -4.15 0.39
C 0.26 -3.95 0.54
C 0.49 -4.39 1.86
C -0.66 -4.98 2.37
H -2.54 -5.36 1.46
H -1.84 -3.96 -0.41
H 0.94 -3.51 -0.18
H 1.46 -4.28 2.32
H -0.88 -5.59 3.24
N -1.63 2.55 3.53
C -1.05 2.92 2.35
C 0.33 3.03 2.46
C 0.55 2.94 3.80
C -0.66 2.62 4.43
H -2.59 2.27 3.66
H -1.66 3.05 1.47
H 0.99 3.21 1.62
H 1.50 2.95 4.31
H -0.94 2.47 5.46

3) 100
Properties=species:S:1:pos:R:3 method="wB97M-V/def2-TZVPD" spin_multiplicity=1 e_lumo_ha=0.0193 homo_lumo_gap_ev=8.17 smiles=c1cc[nH]c1.c1cc[nH]c1.c1cc[nH]c1.c1cc[nH]c1.c1cc[nH]c1.c1cc[nH]c1.c1cc[nH]c1.c1cc[nH]c1.c1cc[nH]c1.c1cc[nH]c1
N -4.12 -1.34 0.39
C -3.64 -1.26 1.68
C -4.70 -1.81 2.46
C -5.80 -2.02 1.70
C -5.41 -1.77 0.36
H -3.66 -0.72 -0.27
H -2.71 -0.77 1.92
H -4.67 -1.84 3.54
H -6.74 -2.38 2.10
H -6.05 -1.87 -0.50
N 0.44 4.40 -3.84
C 1.62 4.25 -4.62
C 2.00 2.97 -4.46
C 1.21 2.45 -3.41
C 0.36 3.37 -2.93
H -0.36 4.97 -4.07
H 1.86 4.82 -5.51
H 2.72 2.51 -5.11
H 1.18 1.42 -3.08
H -0.43 3.28 -2.21
N 1.39 1.15 1.17
C 1.49 1.08 -0.21
C 0.70 0.01 -0.64
C 0.05 -0.61 0.45
C 0.64 0.10 1.60
H 1.69 1.94 1.72
H 1.91 1.92 -0.75
H 0.60 -0.21 -1.69
H -0.66 -1.42 0.39
H 0.50 -0.05 2.67
N -2.40 -5.15 -2.59
C -2.21 -3.99 -1.83
C -1.74 -3.03 -2.62
C -1.64 -3.56 -3.91
C -1.98 -4.91 -3.82
H -2.77 -6.04 -2.32
H -2.63 -4.04 -0.83
H -1.68 -1.98 -2.39
H -1.39 -3.00 -4.80
H -2.11 -5.70 -4.54
N -4.24 1.69 -0.96
C -2.93 1.82 -0.65
C -2.25 1.31 -1.76
C -3.16 0.80 -2.67
C -4.43 1.20 -2.27
H -4.96 2.16 -0.43
H -2.45 2.20 0.25
H -1.17 1.29 -1.89
H -2.81 0.35 -3.59
H -5.46 1.13 -2.59
N -0.88 -5.29 1.83
C -1.09 -6.48 2.44
C -2.38 -6.48 2.82
C -2.92 -5.21 2.52
C -1.94 -4.47 1.94
H 0.03 -5.04 1.48
H -0.28 -7.18 2.57
H -2.91 -7.23 3.40
H -3.86 -4.71 2.73
H -1.89 -3.43 1.66
N 2.65 -5.01 0.62
C 1.61 -4.23 0.12
C 0.85 -5.14 -0.52
C 1.35 -6.44 -0.42
C 2.48 -6.36 0.29
H 3.39 -4.67 1.21
H 1.75 -3.17 0.26
H -0.05 -4.86 -1.04
H 1.01 -7.34 -0.91
H 3.25 -7.06 0.58
N 7.61 1.51 -1.52
C 6.79 1.26 -0.44
C 5.46 1.37 -0.80
C 5.48 1.62 -2.15
C 6.80 1.74 -2.58
H 8.61 1.56 -1.66
H 7.16 0.99 0.54
H 4.54 1.27 -0.22
H 4.56 1.71 -2.71
H 7.14 2.00 -3.57
N -0.84 5.58 2.16
C -0.42 6.19 1.03
C -0.08 5.13 0.15
C -0.62 3.96 0.70
C -1.03 4.22 1.97
H -1.11 5.93 3.06
H -0.33 7.26 1.07
H 0.47 5.14 -0.78
H -0.51 2.96 0.29
H -1.45 3.73 2.83
N 3.33 5.24 3.99
C 3.18 5.63 5.25
C 2.05 5.03 5.77
C 1.34 4.39 4.70
C 2.30 4.40 3.65
H 4.09 5.41 3.35
H 3.94 6.33 5.55
H 1.65 5.29 6.74
H 0.37 3.91 4.68
H 2.38 3.91 2.69

So which one wins? Going from most stable to least: 3), 2), 1).

1) 21
Properties=species:S:1:pos:R:3 method="wB97M-V/def2-TZVPD" spin_multiplicity=1 e_lumo_ha=0.0323 homo_lumo_gap_ev=9.95
C -1.77 -2.62 0.89
C -1.46 -1.16 0.50
C -0.44 -0.94 -0.66
C 0.27 0.42 -0.63
C -0.32 1.56 -0.45
C 0.36 2.85 -0.53
C 1.79 2.81 -0.56
C 2.43 1.56 -0.61
C 1.70 0.32 -0.68
H -0.91 -2.57 2.52
H -2.60 -2.84 1.27
H -1.60 -3.56 0.26
H -1.47 -0.21 1.49
H 0.32 -1.85 -1.12
H -1.41 1.67 -0.75
H -0.19 4.07 -0.30
H 2.20 3.59 -0.63
H 3.51 1.55 -0.49
H 2.19 -0.75 -0.47
O -0.82 -3.10 1.82
O -1.81 -0.80 -0.86

2) 21
Properties=species:S:1:pos:R:3 method="wB97M-V/def2-TZVPD" spin_multiplicity=1 e_lumo_ha=0.0031 homo_lumo_gap_ev=9.12 smiles="CCOc1cccc(C=O)c1"
C 1.74 2.80 -0.74
C 0.31 2.77 -1.14
C 0.04 0.39 -0.39
C 0.71 -0.31 -1.31
C 0.66 -1.72 -1.30
C 0.01 -2.43 -0.39
C -0.35 -1.62 0.67
C -1.16 -1.86 1.92
C -0.50 -0.26 0.69
H 2.17 1.78 -0.42
H 2.20 3.37 -1.70
H 1.90 3.43 0.28
H 0.31 2.72 -2.25
H -0.08 3.84 -0.88
H 1.26 -0.13 -2.12
H 1.20 -1.96 -2.37
H 0.20 -3.46 -0.12
H -1.17 -2.81 2.59
H -1.15 0.22 1.35
O -0.20 1.73 -0.35
O -1.74 -0.93 2.55

So which one wins? Going from most stable to least: 2), 1).